No. 1
Density functional theory data (ωB97M-V/def2-TZVPD) for the molecule C5H12N2 at a distorted geometry.

Results
HOMO energy: -0.307 hartree
Kohn-Sham gap: 9.346 eV
Relative energy (zero: lowest compared OMol25 entry of this formula, charge and spin): 123.55 kJ/mol

Structure (XYZ):
```
19
Properties=species:S:1:pos:R:3:mulliken_charge:R:1
C 2.909 -0.912 0.446 -1.1292
C 2.262 0.340 -0.092 -0.3424
C 0.842 0.584 0.414 -0.4880
C -0.151 -0.550 0.137 -0.5172
N -1.462 -0.227 0.726 -0.5251
C -2.261 0.465 0.021 0.0787
N -2.580 0.400 -1.348 -0.4990
H 2.506 -1.841 0.014 0.3020
H 3.968 -0.926 0.153 0.3490
H 2.791 -0.906 1.544 0.2829
H 2.840 1.237 0.112 0.3161
H 2.180 0.236 -1.193 0.2579
H 0.426 1.508 0.010 0.2560
H 0.878 0.660 1.512 0.2788
H 0.257 -1.502 0.507 0.2576
H -0.267 -0.701 -0.932 0.2821
H -2.753 1.319 0.482 0.3585
H -2.397 -0.483 -1.800 0.2123
H -3.525 0.716 -1.494 0.2689
```

---

No. 2
Density functional theory data (ωB97M-V/def2-TZVPD) for a cluster of 2 separate species, C2H5O2S in total at a distorted geometry.

Results
HOMO energy: -0.131 hartree
Kohn-Sham gap: 6.830 eV
Total charge: -1
Relative energy (zero: lowest compared OMol25 entry of this formula, charge and spin): 105.72 kJ/mol

Structure (XYZ):
```
10
Properties=species:S:1:pos:R:3:mulliken_charge:R:1
C -0.086 -1.277 -0.947 -0.6749
S 1.398 -0.409 -1.573 -0.1896
H -0.664 -0.704 -0.225 0.2534
H -0.727 -1.782 -1.665 0.3347
H 0.381 -2.002 -0.273 0.1889
O -1.300 1.654 2.771 -0.5999
C -0.413 1.593 1.908 -0.1748
O 0.126 0.759 1.128 -0.4179
H 0.166 2.562 1.754 0.2268
H 1.118 -0.394 -2.878 0.0534
```

---

No. 3
Density functional theory data (ωB97M-V/def2-TZVPD) for a cluster of 12 separate species, C59H137N5O12S7 in total at a distorted geometry.

Results
HOMO energy: -0.281 hartree
Kohn-Sham gap: 7.639 eV
Relative energy (zero: lowest compared OMol25 entry of this formula, charge and spin): 241.07 kJ/mol

Structure (XYZ):
```
220
Properties=species:S:1:pos:R:3:mulliken_charge:R:1
C -3.414 -1.068 2.468 -0.1764
S -2.937 -2.810 2.697 0.6905
O -4.069 -3.563 3.363 -0.7823
C -2.809 -3.270 0.922 -0.5370
H -4.394 -0.969 2.008 0.3235
H -2.611 -0.820 1.764 -0.3060
H -3.244 -0.541 3.401 0.2073
H -3.831 -3.104 0.585 0.2959
H -2.474 -4.300 0.852 0.5634
H -2.059 -2.618 0.473 -0.2450
C -4.357 3.496 4.069 -1.1196
S -4.412 3.786 2.276 0.6981
O -3.838 5.153 2.039 -0.6941
C -3.166 2.560 1.770 0.0044
H -5.059 4.171 4.557 0.3755
H -3.392 3.831 4.468 0.4285
H -4.421 2.464 4.408 0.3097
H -2.227 2.577 2.329 0.4714
H -2.810 2.798 0.764 -0.3835
H -3.480 1.525 1.644 -0.2585
C -0.240 5.470 -2.270 -0.6911
S -1.132 4.774 -0.880 0.6748
O -0.269 3.618 -0.430 -0.6898
C -1.031 6.205 0.247 -1.1015
H -0.630 6.436 -2.602 0.4769
H -0.388 4.798 -3.116 -0.1667
H 0.838 5.616 -2.175 0.3203
H -1.501 5.806 1.151 0.3029
H -1.608 7.083 -0.031 0.4185
H 0.014 6.423 0.466 0.3266
C 2.573 1.791 -4.577 -0.4454
S 2.301 3.574 -4.715 0.6850
O 3.088 4.024 -5.904 -0.7684
C 0.580 3.562 -5.270 -0.3355
H 2.925 1.406 -5.533 0.4932
H 1.612 1.318 -4.358 -0.1960
H 3.243 1.555 -3.754 0.1976
H 0.082 3.070 -4.430 -0.6023
H 0.407 3.031 -6.203 0.4298
H 0.219 4.585 -5.344 0.5260
C -4.731 2.521 -6.581 -0.9786
S -3.882 3.143 -5.097 0.6731
O -2.437 2.763 -5.281 -0.5370
C -3.906 4.930 -5.360 -1.0059
H -4.932 1.464 -6.438 0.1587
H -4.000 2.739 -7.362 0.3136
H -5.638 3.059 -6.854 0.4276
H -4.917 5.336 -5.405 0.4115
H -3.367 5.234 -6.256 0.3446
H -3.409 5.293 -4.462 0.2091
C 2.811 4.337 1.831 0.0091
S 3.864 4.887 0.448 0.4726
O 5.297 5.005 0.897 -0.6614
C 3.792 3.323 -0.504 0.2313
H 2.762 4.982 2.706 0.4481
H 3.130 3.348 2.165 -0.3466
H 1.811 4.289 1.392 0.0240
H 4.343 3.445 -1.431 0.4765
H 2.728 3.102 -0.614 -0.2350
H 4.226 2.526 0.102 -0.3111
C -3.988 -1.195 -5.790 -1.1661
S -2.929 -2.704 -5.965 0.4703
O -3.662 -3.635 -6.880 -0.6591
C -1.431 -1.935 -6.744 -0.3503
H -4.285 -1.018 -6.832 0.5317
H -3.353 -0.304 -5.705 0.1949
H -4.846 -1.155 -5.130 0.4722
H -1.718 -1.070 -7.337 0.3367
H -0.872 -2.710 -7.257 0.3910
H -0.907 -1.599 -5.848 -0.2522
C 2.384 -4.009 -4.255 -1.5002
C 3.721 -3.676 -3.597 1.7919
C 4.787 -4.612 -4.167 -1.3750
C 6.204 -4.208 -3.872 -0.3604
C 6.405 -2.846 -4.528 -1.4128
C 5.443 -1.738 -4.086 1.8673
N 4.096 -2.263 -3.888 0.0812
O 3.087 -1.308 -3.660 0.1469
C 5.880 -1.149 -2.713 -1.4468
C 5.546 -0.644 -5.152 -1.6815
C 3.615 -3.872 -2.073 -0.8782
H 1.589 -3.309 -3.989 -0.2059
H 2.110 -5.049 -4.060 0.5156
H 2.323 -3.999 -5.351 0.4343
H 4.679 -5.619 -3.748 0.4592
H 4.568 -4.686 -5.235 0.4041
H 6.919 -4.967 -4.186 0.3880
H 6.346 -4.055 -2.798 0.0408
H 6.380 -2.888 -5.618 0.3624
H 7.437 -2.593 -4.261 0.4323
H 5.130 -0.455 -2.331 0.0353
H 5.968 -1.891 -1.914 0.1529
H 6.858 -0.667 -2.794 0.5450
H 4.737 0.069 -4.986 0.0627
H 6.506 -0.145 -5.265 0.4014
H 5.351 -1.078 -6.138 0.4915
H 2.935 -3.237 -1.506 -0.1015
H 4.604 -3.793 -1.628 0.0293
H 3.185 -4.877 -2.008 0.6078
H 2.603 -1.377 -4.492 0.2340
C -9.752 2.330 2.161 -1.7590
C -8.502 1.437 1.931 1.1784
C -8.838 -0.019 2.249 -1.0358
C -9.619 -0.687 1.099 -0.8893
C -8.793 -0.574 -0.179 -1.2221
C -8.415 0.841 -0.613 1.9958
N -7.999 1.624 0.572 0.6301
O -7.569 2.958 0.324 -0.4302
C -7.114 0.657 -1.444 -2.4708
C -9.415 1.574 -1.491 -1.9163
C -7.368 1.856 2.896 -1.7430
H -9.564 3.404 2.103 0.4744
H -10.506 2.060 1.420 0.3777
H -10.162 2.137 3.153 0.4118
H -7.945 -0.588 2.506 0.3683
H -9.483 -0.042 3.130 0.4521
H -9.621 -1.752 1.358 0.4070
H -10.683 -0.482 0.983 0.4118
H -9.362 -0.985 -1.022 0.4595
H -7.920 -1.226 -0.149 0.4285
H -7.206 -0.121 -2.204 0.5401
H -6.324 0.248 -0.806 0.3553
H -6.733 1.646 -1.704 0.4970
H -10.380 1.568 -0.980 0.4051
H -9.415 1.081 -2.463 0.4312
H -9.073 2.597 -1.646 0.3608
H -6.437 1.317 2.730 0.1609
H -7.299 2.940 2.838 0.4044
H -7.630 1.617 3.933 0.3978
H -8.398 3.429 0.510 0.3460
C 0.909 -3.268 6.602 -1.8875
C 1.351 -2.438 5.365 1.5772
C 0.035 -1.803 4.826 -0.2336
C -0.421 -0.527 5.560 -0.9146
C 0.778 0.430 5.590 -1.7521
C 2.038 -0.190 6.204 2.0462
N 2.388 -1.430 5.514 1.0103
O 3.595 -1.968 5.970 -0.3806
C 3.162 0.870 6.036 -2.0533
C 1.823 -0.380 7.737 -1.6978
C 1.777 -3.459 4.284 -1.5639
H 0.136 -4.004 6.414 0.4180
H 0.584 -2.606 7.406 0.3956
H 1.838 -3.715 6.974 0.4147
H 0.208 -1.628 3.761 -0.4827
H -0.792 -2.496 4.975 0.5279
H -0.614 -0.796 6.607 0.2899
H -1.375 -0.035 5.361 0.3892
H 0.469 1.247 6.250 0.4192
H 0.972 0.828 4.592 0.3614
H 2.889 1.717 6.661 0.7038
H 4.080 0.447 6.441 0.5453
H 3.270 1.128 4.987 -0.0406
H 2.221 -1.282 8.207 0.2064
H 2.290 0.449 8.277 0.4859
H 0.781 -0.308 8.054 0.3445
H 0.887 -3.939 3.871 0.3825
H 2.324 -4.288 4.740 0.4284
H 2.407 -3.036 3.503 -0.0141
H 3.505 -2.159 6.922 0.3005
C 6.787 -2.882 5.149 -1.9049
C 6.887 -2.193 3.791 1.2770
C 6.745 -3.304 2.718 -1.5205
C 6.393 -2.891 1.266 -0.6649
C 5.149 -2.028 1.383 -0.3984
C 5.371 -0.823 2.267 1.8983
N 5.772 -1.267 3.612 1.3128
O 5.622 -0.314 4.640 -0.6254
C 6.324 0.216 1.671 -1.8809
C 4.049 -0.088 2.482 -0.7562
C 8.284 -1.547 3.658 -1.8218
H 6.537 -2.164 5.936 0.3820
H 7.666 -3.392 5.545 0.4060
H 5.975 -3.612 5.207 0.3154
H 7.667 -3.896 2.723 0.3915
H 6.007 -4.043 3.049 0.4491
H 6.435 -3.772 0.632 0.4088
H 7.222 -2.228 0.990 0.2630
H 4.356 -2.736 1.646 0.0712
H 4.847 -1.653 0.396 -0.1264
H 5.922 0.725 0.792 0.1647
H 6.459 1.006 2.416 0.4711
H 7.346 -0.110 1.474 0.3107
H 3.285 -0.553 3.115 -0.5030
H 4.174 0.915 2.894 0.5178
H 3.460 0.051 1.569 0.1271
H 8.629 -1.580 2.626 0.3681
H 8.962 -2.133 4.280 0.5350
H 8.274 -0.550 4.099 0.2388
H 4.788 -0.633 5.013 0.0191
C -1.612 1.094 -2.769 -0.3512
C -1.921 -0.091 -1.839 2.3692
C -1.740 -1.419 -2.581 0.1189
C -0.323 -1.888 -2.795 -0.5313
C 0.451 -1.925 -1.499 0.2001
C 0.338 -0.607 -0.700 1.9673
N -1.064 -0.193 -0.640 0.5989
O -1.307 0.801 0.330 0.7993
C 0.876 -0.863 0.724 -1.7174
C 1.281 0.445 -1.330 -0.1814
C -3.368 0.057 -1.322 -2.5929
H -1.157 1.927 -2.228 -0.6500
H -2.416 1.395 -3.439 -0.2331
H -0.857 0.830 -3.523 -0.0942
H -2.222 -2.249 -2.058 0.5953
H -2.185 -1.309 -3.573 -1.1025
H 0.192 -1.384 -3.622 -0.5154
H -0.380 -2.914 -3.177 0.9953
H 1.495 -2.151 -1.719 -1.4446
H 0.040 -2.691 -0.834 0.7234
H 1.041 0.097 1.208 0.5240
H 0.238 -1.491 1.350 0.0062
H 1.808 -1.427 0.649 0.1178
H 2.295 0.086 -1.496 0.0546
H 0.838 1.061 -2.113 -1.2012
H 1.409 1.240 -0.578 0.2194
H -4.152 0.049 -2.078 0.5351
H -3.488 1.007 -0.801 0.4927
H -3.480 -0.753 -0.598 0.2617
H -1.048 1.639 -0.106 -0.2776
```

---

No. 4
Density functional theory data (ωB97M-V/def2-TZVPD) for a structure of composition C23H21Br4HgN3O3Sb at a distorted geometry.

Results
HOMO energy (alpha / beta): 0.025 / -0.021 hartree
Spin multiplicity: 2
Kohn-Sham gap (alpha / beta): 3.269 / 4.502 eV
Total charge: -2
Relative energy (zero: lowest compared OMol25 entry of this formula, charge and spin): 166.86 kJ/mol

Structure (XYZ):
```
56
Properties=species:S:1:pos:R:3:mulliken_charge:R:1
Hg 0.786 -0.666 0.099 1.5571
C 0.670 3.612 -1.074 -1.3206
C 1.385 2.428 -0.492 0.2394
N 0.785 1.633 0.409 0.3470
N 0.043 2.210 1.334 -0.9114
C -0.360 1.273 2.237 0.2586
O -0.029 0.076 2.304 -0.8522
C -1.265 1.732 3.333 0.5352
C -1.999 2.924 3.314 -0.3336
C -2.976 3.149 4.271 -0.5946
C -3.208 2.167 5.236 -0.4172
C -2.489 0.955 5.210 -0.5999
C -1.517 0.764 4.289 -0.4452
C 2.579 1.968 -1.172 0.5703
C 3.165 2.699 -2.295 -0.8975
C 4.034 1.989 -3.137 -0.2446
C 4.444 0.719 -2.808 -0.6599
C 4.073 0.222 -1.545 -0.1031
N 3.199 0.844 -0.760 -0.2406
H -0.006 3.912 -0.261 0.3693
H 0.166 3.321 -2.041 0.1467
H 1.317 4.454 -1.161 0.4204
H -1.850 3.594 2.500 0.4563
H -3.511 4.082 4.292 0.3712
H -3.823 2.443 6.067 0.3514
H -2.846 0.214 5.864 0.3974
H -0.893 -0.152 4.284 0.2760
H 2.880 3.696 -2.614 0.2424
H 4.468 2.472 -4.011 0.3643
H 4.918 0.005 -3.513 0.2585
H 4.506 -0.765 -1.198 0.2677
Br -5.451 0.363 -3.691 -0.2494
C -3.616 0.070 -3.282 0.1778
C -2.609 0.187 -4.333 0.0124
Br -3.030 0.746 -6.078 -0.2299
C -1.281 0.009 -3.948 -0.0773
Br 0.077 -0.220 -5.216 -0.2170
C -0.834 -0.236 -2.575 0.1025
O 0.352 -0.048 -2.210 -0.6674
C -1.930 -0.482 -1.523 0.3348
O -1.550 -0.901 -0.387 -0.7193
C -3.234 -0.204 -1.998 -0.1670
Br -4.501 -0.919 -0.833 -0.2343
C 2.651 -4.221 1.418 -1.2775
Sb 0.777 -3.481 0.459 0.6847
C 0.730 -4.998 -1.112 -1.2557
C -0.974 -3.635 1.802 -1.1532
H 2.481 -4.947 2.248 0.3731
H 3.259 -3.360 1.759 0.3353
H 3.244 -4.814 0.712 0.3442
H 1.551 -5.749 -0.944 0.3134
H 0.960 -4.482 -2.070 0.3398
H -0.188 -5.596 -1.062 0.3852
H -1.369 -4.644 1.501 0.3893
H -1.689 -2.852 1.632 0.3115
H -0.472 -3.561 2.771 0.3352
```

---

> What is the relative energy (zero: lowest compared OMol25 entry of this formula, charge and spin) in the first record?

123.55 kJ/mol

---

> The highest relative energy (zero: lowest compared OMol25 entry of this formula, charge and spin) belongs to which entry?

C59H137N5O12S7